{
  "formula": "C2H62FN2O31PS2",
  "method": "wB97M-V/def2-TZVPD",
  "orbital_gap_ev": 9.11,
  "total_energy_ha": -3792.9705,
  "charge": 0,
  "symbols": ["C", "C", "N", "N", "P", "O", "O", "S", "S", "O", "O", "F", "H", "H", "H", "H", "H", "H", "H", "H", "O", "H", "H", "O", "H", "H", "O", "H", "H", "O", "H", "H", "O", "H", "H", "O", "H", "H", "O", "H", "H", "O", "H", "H", "O", "H", "H", "O", "H", "H", "O", "H", "H", "O", "H", "H", "O", "H", "H", "O", "H", "H", "O", "H", "H", "O", "H", "H", "O", "H", "H", "O", "H", "H", "O", "H", "H", "O", "H", "H", "O", "H", "H", "O", "H", "H", "O", "H", "H", "O", "H", "H", "O", "H", "H", "O", "H", "H", "O", "H", "H"],
  "xyz": [[-0.602544, -0.949207, 3.663667], [0.301349, 0.257280, 3.443568], [0.505825, 0.668519, 2.039239], [0.169641, -0.334917, 1.084079], [1.568502, -0.459436, 0.024973], [2.021405, 1.025106, -0.253511], [1.214115, -1.006384, -1.378041], [2.934848, -1.414816, 0.974837], [-1.213020, 0.169030, 0.244387], [-2.249832, 0.420442, 1.158575], [-1.548659, -0.747330, -0.763038], [-0.892762, 1.526151, -0.428705], [-1.427726, -1.029774, 2.968543], [-1.054152, -0.826340, 4.651631], [-0.031409, -1.867666, 3.722436], [1.260644, 0.058748, 3.923196], [-0.106650, 1.122749, 3.959181], [0.088600, 1.566261, 1.820499], [2.490941, 1.359968, 0.533242], [0.738449, -1.858571, -1.341980], [3.244271, 2.892452, -2.570903], [2.696436, 2.460279, -1.905857], [4.105690, 2.469526, -2.471952], [1.600925, 0.366860, -4.448905], [1.297147, -0.463594, -4.063290], [1.757631, 0.936993, -3.686736], [3.213595, 0.179801, 5.250933], [4.005159, -0.126996, 5.706453], [3.227508, 1.135945, 5.373224], [2.856748, -1.626078, -6.677003], [2.786918, -0.869181, -6.080876], [3.753425, -1.572405, -7.024470], [-1.286010, -1.074429, 6.995400], [-1.628599, -1.862997, 7.434050], [-1.103276, -0.459026, 7.719782], [1.817895, -3.674605, -2.020535], [1.151983, -4.032936, -2.618265], [2.506145, -4.347697, -2.019816], [-3.004329, -2.948906, -2.938696], [-2.725938, -2.380881, -2.211374], [-2.991911, -2.372982, -3.715293], [0.028456, 3.660452, 2.166002], [0.431322, 4.215798, 2.844723], [0.035379, 4.215455, 1.375399], [-2.030235, -1.457255, -5.342185], [-2.173784, -0.850198, -6.079604], [-1.890425, -2.313554, -5.767364], [2.564533, 4.900773, 2.921213], [2.837029, 3.984142, 3.059370], [3.397663, 5.375392, 2.828895], [3.611138, -3.512645, 3.717702], [3.442250, -2.897313, 2.993661], [3.622389, -4.378765, 3.297063], [4.903112, 3.393752, 4.112238], [4.869606, 4.182282, 4.666125], [5.807863, 3.376916, 3.780314], [-4.550682, 0.397993, -5.115626], [-5.161300, -0.009220, -4.491076], [-3.702287, -0.024059, -4.936809], [3.703490, 4.661505, -0.191398], [3.299001, 4.313114, -0.999370], [2.960096, 4.798195, 0.410565], [-5.698202, -3.223077, -1.483402], [-5.884588, -2.457211, -0.929744], [-4.772235, -3.121419, -1.739843], [-3.208495, 3.179726, 1.406182], [-2.875908, 2.273987, 1.465311], [-2.413745, 3.718212, 1.326048], [-2.699191, -5.248337, -4.511006], [-3.001729, -6.081206, -4.135952], [-2.667948, -4.638006, -3.758109], [-4.622055, 5.061255, -0.738212], [-3.741737, 5.436156, -0.835349], [-4.478058, 4.251231, -0.231412], [-4.084634, 1.435886, -7.885899], [-4.371548, 0.613565, -7.473421], [-4.037114, 2.051688, -7.146667], [3.221040, -4.278482, -4.208399], [3.047251, -3.436799, -4.646779], [2.730005, -4.923730, -4.736134], [1.117185, -1.985281, 8.324020], [1.767413, -1.435060, 7.873246], [0.310382, -1.861845, 7.802385], [-6.127545, 1.540846, 0.599488], [-5.312952, 1.266839, 1.034700], [-6.188777, 2.483028, 0.791326], [2.282592, -4.128483, 6.378960], [2.419670, -3.655949, 7.208139], [2.935781, -3.746655, 5.777848], [1.376284, -6.366153, -5.018055], [0.695365, -6.709314, -5.607296], [2.046964, -7.059050, -5.001142], [0.617615, 5.464216, -0.495412], [1.296059, 6.001497, -0.921050], [-0.163118, 5.589919, -1.046269], [0.156128, 1.693545, -6.747333], [-0.048044, 0.792013, -7.014879], [0.857939, 1.586512, -6.093485], [-2.339692, 1.309911, 7.782033], [-2.813432, 0.977254, 7.011170], [-3.032460, 1.587199, 8.391054]],
  "forces_ev_per_a": [[-0.1479, 0.2851, 0.8182], [-0.1034, -0.1635, 0.1632], [0.5731, -0.3064, 0.6392], [-1.0712, 1.8891, -2.4732], [2.4531, -1.2945, 2.5098], [-0.2649, 0.8820, -0.6676], [-1.2018, 0.4735, -0.5683], [-0.1674, -0.0496, -0.0257], [-0.9840, -1.8553, 1.0442], [-0.5311, 1.1049, 1.4364], [0.6884, -0.9116, -1.6248], [0.6496, 0.3238, -0.0593], [0.0054, -0.0369, -0.2370], [0.0757, -0.0998, -0.0583], [0.0394, -0.2216, -0.3380], [0.0886, -0.0109, -0.2975], [-0.1633, 0.2252, -0.1078], [0.0764, 0.0840, 0.1017], [-0.1573, -0.1359, -0.2082], [0.5053, -0.1327, -0.2298], [-0.1134, -0.0428, 0.0737], [-0.0600, -0.1762, 0.0869], [-0.0062, 0.0605, -0.0450], [0.1145, -0.1393, 0.0877], [-0.0731, 0.0504, -0.0258], [0.1319, 0.0605, -0.1162], [0.0310, 0.0895, 0.2027], [-0.0129, -0.0540, -0.1083], [0.0481, -0.0272, -0.0745], [0.0843, 0.0220, 0.2169], [-0.0914, 0.0761, 0.0035], [-0.0618, -0.0524, -0.0277], [0.2343, -0.3990, 0.2656], [-0.2018, 0.0425, -0.1414], [-0.3437, 0.2348, -0.1180], [-0.8281, 0.1480, 0.5358], [0.2056, -0.1088, -0.1032], [0.1147, 0.2175, -0.1891], [-0.0730, 0.1708, 0.2581], [0.2407, 0.0337, 0.0163], [0.0258, 0.0607, -0.0825], [-0.3285, -0.0627, -0.1762], [0.0661, 0.0116, -0.0787], [0.2997, 0.0794, -0.0384], [-0.0409, -0.0302, -0.1322], [0.0824, -0.0106, 0.0107], [-0.0170, -0.0122, 0.0624], [-0.0341, -0.0727, -0.0838], [0.1576, 0.0639, -0.0076], [-0.0479, 0.0002, 0.0135], [0.1275, -0.0579, -0.0385], [-0.1169, 0.0662, 0.1023], [-0.0282, 0.0145, 0.0757], [0.0028, 0.1741, 0.0494], [-0.0130, -0.0781, 0.0483], [-0.0601, -0.1161, -0.0449], [0.0829, -0.0847, 0.0053], [-0.0227, 0.0497, -0.0569], [-0.0988, -0.0212, 0.1353], [-0.3373, 0.0104, 0.0816], [0.2466, 0.0070, -0.0725], [0.0682, -0.0438, 0.0764], [0.0987, 0.1441, 0.1282], [-0.0566, -0.0652, -0.0151], [-0.1212, -0.0979, -0.2196], [-0.0533, 0.0638, -0.2073], [-0.0294, 0.0063, 0.0179], [-0.0068, -0.0250, 0.2500], [0.1617, -0.0707, 0.0795], [-0.0272, 0.0428, -0.0783], [-0.0977, -0.0049, -0.0705], [0.0478, -0.0722, 0.0278], [-0.0833, 0.0157, -0.0104], [0.0873, 0.0083, 0.0446], [0.1493, -0.1087, -0.0395], [-0.1512, 0.1452, 0.0879], [-0.0342, -0.0546, -0.0136], [0.1956, -0.1760, -0.4302], [0.0810, -0.0152, 0.0008], [-0.0859, 0.1127, 0.0111], [0.1542, 0.0737, 0.1502], [-0.0956, 0.0147, -0.0158], [0.3201, -0.0552, -0.2078], [0.0938, 0.0150, 0.0487], [-0.0342, 0.0289, -0.0266], [-0.0256, -0.0449, -0.0179], [0.3065, 0.1247, 0.0811], [-0.2989, -0.0699, 0.0483], [-0.1506, -0.0937, -0.2713], [0.1422, -0.2299, -0.0531], [-0.0499, 0.1641, 0.0300], [-0.0656, -0.0144, 0.0470], [-0.1271, -0.0364, -0.0506], [0.0415, -0.0219, 0.0983], [0.0439, -0.0290, 0.0013], [0.0107, 0.0352, -0.0320], [0.0650, 0.0637, -0.0333], [-0.1291, -0.1344, 0.0526], [-0.1847, 0.1818, 0.1120], [0.1083, -0.0716, 0.0121], [0.0845, 0.0488, -0.0004]]
}


{
  "formula": "C2H6AlFO",
  "method": "wB97M-V/def2-TZVPD",
  "de_lowest_ev": 4.353,
  "orbital_gap_ev": 3.57,
  "total_energy_ha": -496.2738,
  "charge": 2,
  "symbols": ["Al", "F", "C", "C", "O", "H", "H", "H", "H", "H", "H"],
  "xyz": [[3.152969, -1.697819, 0.558404], [2.063609, -2.171219, -2.108526], [-1.262811, 0.609791, 0.374624], [-0.063091, 0.259141, -0.402366], [0.907099, 0.176421, 0.528104], [-1.556441, 1.639541, 0.578324], [-1.389161, 0.003921, 1.271874], [-2.153111, 0.298671, -0.171886], [0.021729, 1.172041, -0.991866], [-0.196281, -0.639479, -1.004736], [0.475489, 0.348991, 1.368054]],
  "forces_ev_per_a": [[-0.3983, -0.0729, -1.5328], [0.3730, 0.4768, 1.6839], [-2.5541, -0.0477, 0.8764], [-1.3846, 0.1911, 0.6277], [1.8836, -2.1628, 0.1643], [0.3596, 0.3920, 0.0466], [0.5205, 0.1050, 0.4510], [-0.3609, -0.1208, -1.1073], [0.3186, 0.6795, -1.4034], [0.8038, -0.2291, -0.9005], [0.4389, 0.7890, 1.0939]]
}


{
  "formula": "C2H6B2",
  "method": "wB97M-V/def2-TZVPD",
  "de_lowest_ev": 1.343,
  "orbital_gap_ev": 9.42,
  "total_energy_ha": -129.3422,
  "charge": 0,
  "symbols": ["B", "B", "C", "C", "H", "H", "H", "H", "H", "H"],
  "xyz": [[1.773302, 0.273676, -0.796729], [-1.863317, -0.269102, 0.878175], [0.398794, 0.513393, -0.155053], [-0.501437, -0.405765, 0.203473], [1.832713, -0.132832, -1.920520], [2.831197, 0.733577, -0.570103], [-1.880647, -1.114822, 1.610546], [-2.385574, 0.664660, 0.583505], [-0.065220, 1.513739, 0.055547], [-0.139810, -1.776524, 0.111157]],
  "forces_ev_per_a": [[0.1085, 0.9083, -1.3312], [2.8968, -0.3511, -0.7685], [-1.1765, 0.4779, 0.4909], [1.5555, -4.7705, -0.7834], [-0.4326, -0.6317, 0.1725], [0.1995, 0.1030, 1.0224], [-1.4937, -1.2268, 1.6336], [-1.9036, 1.6814, -0.1307], [1.0752, -0.3431, -0.3795], [-0.8290, 4.1526, 0.0739]]
}